{
  "formula": "C11H20AuCl2N2O2P",
  "method": "ωB97M-V/def2-TZVPD",
  "fmax_ev_per_a": 6.88,
  "s_squared": 2.01,
  "total_charge": 2,
  "spin_multiplicity": 3,
  "homo_ev": [-14.8, -15.5],
  "total_energy_ev": -56814.9145,
  "symbols": ["C", "C", "H", "H", "H", "O", "Cl", "Au", "P", "C", "C", "H", "H", "H", "C", "H", "H", "H", "H", "H", "H", "C", "O", "Cl", "C", "C", "C", "C", "N", "N", "C", "H", "H", "H", "H", "H", "H", "H", "H"],
  "coordinates": [[-0.39047, -3.13852, -3.58014], [-0.54268, -2.08563, -2.53362], [-1.37898, -3.49680, -3.87074], [0.19927, -3.97726, -3.18813], [0.11262, -2.73215, -4.46532], [-1.56723, -1.62296, -2.07692], [1.04521, -1.50486, -1.97523], [0.16336, 0.86337, 0.24634], [0.05085, 2.57677, -1.44364], [-1.47962, 3.55608, -1.46713], [1.39691, 3.80455, -1.42489], [0.98864, 1.15104, -3.14950], [0.29021, 2.64870, -3.85895], [-0.78771, 1.30821, -3.33348], [0.14272, 1.85083, -3.11214], [2.35934, 3.28541, -1.49683], [1.28868, 4.51536, -2.25812], [-1.44830, 4.31257, -2.26313], [-1.60833, 4.06494, -0.50473], [1.37236, 4.36513, -0.48174], [-2.34227, 2.90314, -1.64072], [-1.72728, 0.86883, 0.66449], [-2.80343, 0.86489, 1.07105], [2.50665, 0.94000, -0.16299], [2.02118, -1.58684, 4.87282], [1.07432, -1.46590, 3.74155], [-0.05936, -2.20844, 3.41328], [-0.58294, -1.68944, 2.21149], [0.18354, -0.63382, 1.85567], [1.17547, -0.53088, 2.78148], [-1.73942, -2.22981, 1.45442], [1.49626, -1.48825, 5.83522], [2.50122, -2.57570, 4.85296], [2.80378, -0.81689, 4.84034], [-0.48620, -3.01268, 3.98394], [1.93037, 0.14155, 2.64780], [-1.72409, -3.32843, 1.54884], [-2.70411, -1.90947, 1.88705], [-1.73054, -1.98664, 0.37937]],
  "forces_ev_per_angstrom": [[-0.27, -0.27, -0.10], [-2.48, 0.40, 0.28], [0.07, 0.08, 0.08], [-0.03, 0.27, -0.11], [0.05, -0.04, 0.26], [2.32, -0.67, -0.69], [0.39, 0.29, 0.38], [1.13, -0.22, -0.57], [-0.03, 1.45, -1.78], [-0.16, -0.13, 0.45], [0.01, 0.00, 0.45], [-0.23, 0.19, -0.13], [-0.09, -0.22, 0.35], [0.29, 0.11, 0.05], [0.06, -0.34, 0.11], [-0.09, 0.19, -0.10], [-0.03, -0.33, 0.20], [0.15, -0.25, 0.14], [-0.03, -0.03, -0.18], [0.05, -0.09, -0.20], [0.12, 0.10, 0.02], [-6.61, -0.07, 1.91], [3.67, 0.12, -1.38], [1.03, -0.27, 0.15], [0.32, 0.04, 0.40], [-0.53, 0.10, -0.36], [-0.01, 0.22, -0.32], [0.97, 0.28, 0.58], [0.10, -0.58, 0.12], [0.51, 0.03, 0.19], [-0.56, -0.29, -0.24], [0.12, -0.07, -0.35], [-0.13, 0.28, 0.02], [-0.21, -0.23, -0.04], [0.03, -0.13, 0.04], [-0.40, -0.35, 0.18], [0.01, 0.43, -0.11], [0.41, -0.01, -0.16], [0.07, 0.01, 0.43]],
  "lowdin_charge": [-0.055, -0.791, 0.103, 0.103, 0.104, 0.019, 0.638, 0.666, 0.699, -0.234, -0.253, 0.023, 0.079, 0.062, -0.237, 0.021, 0.078, 0.079, 0.064, 0.066, 0.059, -0.162, 0.214, 0.312, 0.010, -0.247, 0.069, -0.292, -0.088, 0.041, -0.016, 0.109, 0.109, 0.094, 0.137, 0.143, 0.109, 0.105, 0.058]
}

=====

{
  "formula": "C7H7ClO3S",
  "method": "ωB97M-V/def2-TZVPD",
  "fmax_ev_per_a": 3.02,
  "relative_energy_kj_mol": 0.0,
  "homo_ev": -9.9,
  "total_energy_ev": -36872.2751,
  "symbols": ["O", "C", "O", "C", "O", "C", "C", "C", "C", "Cl", "C", "S", "H", "H", "H", "H", "H", "H", "H"],
  "coordinates": [[-2.74399, 0.56125, 2.26779], [-2.39465, 0.11808, 1.24847], [-2.78185, -1.02339, 0.61138], [-1.70797, -1.36821, -0.22955], [-1.58530, -2.43874, -0.63853], [-0.85093, -0.12111, -0.47063], [0.24946, 0.02275, -1.49182], [1.70132, 0.06370, -0.88463], [1.81216, -0.31517, 0.60133], [1.62242, -2.09060, 0.89357], [-1.30015, 0.77801, 0.41041], [-0.61110, 2.41674, 0.48219], [0.13291, 0.93549, -2.10035], [0.21184, -0.81268, -2.21163], [2.12062, 1.07470, -1.00995], [2.36631, -0.62645, -1.43213], [1.14346, 0.23863, 1.27001], [2.83900, -0.06580, 0.92019], [-0.22357, 2.65282, 1.76390]],
  "forces_ev_per_angstrom": [[-1.55, 0.07, 1.98], [1.80, 1.37, -2.00], [0.50, -0.10, 0.77], [0.01, 2.91, -0.08], [0.30, -2.71, -1.15], [-0.59, 0.00, -0.01], [0.58, -0.64, -0.26], [-0.23, -0.24, 0.38], [1.01, 0.41, -0.10], [-0.20, 0.56, -0.13], [0.66, -0.40, 0.15], [-0.25, 0.13, -0.09], [-0.29, -0.30, 0.44], [-0.21, 0.22, 0.43], [-0.18, -0.31, 0.18], [-0.38, 0.31, 0.09], [-0.01, -0.36, -0.33], [-0.43, -0.25, -0.06], [-0.51, -0.68, -0.20]],
  "lowdin_charge": [0.190, -0.461, 0.153, -0.401, 0.212, -0.169, -0.134, -0.243, -0.577, 0.564, -0.448, 0.843, 0.116, 0.122, 0.106, 0.107, 0.048, 0.075, -0.101]
}